Record 1
Density functional theory data (ωB97M-V/def2-TZVPD) for a cluster of 2 separate species, C5H16N2O in total in a non-equilibrium geometry.

XYZ file:
```
24
Properties=species:S:1:pos:R:3:forces:R:3:lowdin_charge:R:1
C -0.350 -0.189 0.909 -1.412 0.790 -1.982 -0.066
C 0.249 1.232 1.267 1.255 -0.556 -0.938 -0.385
C 0.495 1.069 2.702 0.897 0.058 3.078 -0.098
C 1.542 1.689 0.538 -2.120 -4.232 -2.441 -0.039
N -1.332 -0.268 -0.293 2.992 -2.025 1.578 0.201
C -1.786 -1.642 -0.733 -2.279 0.159 -2.379 -0.197
N -3.145 -2.047 -0.401 1.656 0.464 0.644 0.055
H 0.375 -1.068 0.725 -0.769 1.440 0.261 0.183
H -1.018 -0.456 1.721 0.012 -0.356 0.288 0.121
H -0.413 2.053 1.210 -1.477 0.410 -0.817 0.125
H 0.383 0.008 2.948 0.997 0.266 0.685 0.080
H 1.440 1.550 3.027 -0.171 -0.966 -0.212 0.108
H -0.196 1.566 3.386 -0.568 0.029 -0.412 0.097
H 2.187 2.323 0.972 1.604 2.580 2.260 0.039
H 1.276 2.090 -0.419 -0.052 0.343 -0.695 0.070
H 2.176 0.806 0.321 -0.272 0.184 0.056 0.099
H -1.025 0.287 -1.078 -0.617 0.908 -0.264 0.147
H -1.179 -2.504 -0.376 0.667 1.361 -0.289 0.139
H -1.820 -1.418 -1.911 0.430 -1.453 2.516 0.185
H -3.572 -1.981 0.496 0.484 0.114 0.887 0.084
H -3.828 -2.004 -1.081 -1.251 0.458 -1.840 0.053
H 3.930 -0.553 -4.547 -1.941 -0.943 -0.513 0.085
H 2.666 0.174 -4.650 -0.976 1.273 -0.088 -0.005
O 2.945 -0.719 -4.735 2.909 -0.309 0.616 -0.080
```
Positions in Å, forces in eV/Å.

Summary:
Charge   +1
Orbital gap (alpha / beta)   10.7280 / 5.9135 eV
Maximum force   0.104 Eh/bohr
2S+1   2



Record 2
Density functional theory data (ωB97M-V/def2-TZVPD) for a cluster of 8 separate species, C16H43F6N6O6P in total in a non-equilibrium geometry.

XYZ file:
```
78
Properties=species:S:1:pos:R:3:forces:R:3:lowdin_charge:R:1
O -4.102 0.061 1.670 0.545 -0.112 -0.235 0.268
H -3.292 -0.421 1.321 0.492 -0.301 0.342 0.111
H -4.643 -0.617 2.120 -0.191 0.310 -0.280 0.177
H -4.524 0.568 0.952 -0.299 -0.101 0.380 0.185
P -0.477 0.751 0.900 1.208 2.285 3.441 0.216
F -1.467 0.211 -0.218 0.134 -0.456 -0.513 -0.127
F 0.399 -0.609 0.866 -0.846 0.425 -0.406 -0.131
F 0.585 1.581 -0.011 -0.666 -1.042 -1.635 -0.177
F 0.454 1.287 2.119 0.277 0.190 0.418 -0.178
F -1.380 2.131 0.933 0.024 -0.088 -0.208 -0.192
F -1.445 0.252 2.151 -0.542 -1.200 -1.125 -0.194
O -5.464 2.576 3.413 0.424 0.381 -0.599 -0.014
C -4.833 3.638 3.452 0.265 -1.535 0.106 -0.582
N -5.334 4.641 4.202 -0.270 -0.386 -0.297 0.154
C -3.488 3.852 2.787 -0.300 0.784 0.357 0.000
H -6.202 4.340 4.618 0.032 0.644 0.372 0.112
H -4.839 5.474 4.456 -0.089 0.070 0.025 0.102
H -2.737 3.096 2.999 -0.261 -0.195 0.250 0.080
H -3.153 4.816 3.174 0.490 -0.024 -0.386 0.072
H -3.561 3.903 1.702 -0.215 0.078 0.009 0.084
O 1.977 -2.348 5.302 -0.354 -0.026 -0.528 0.035
C 0.765 -2.321 5.141 1.023 0.386 0.813 -0.604
N 0.027 -3.345 5.636 -0.272 -0.371 -0.246 0.143
C 0.080 -1.065 4.717 -0.131 0.852 0.671 -0.007
H 0.570 -4.077 6.063 -0.261 -0.172 -0.024 0.108
H -0.959 -3.430 5.490 -0.065 -0.019 0.194 0.077
H -0.932 -1.051 4.316 0.189 -0.525 -0.447 0.063
H 0.774 -0.446 4.156 -0.208 -0.133 -0.360 0.078
H -0.043 -0.538 5.674 0.104 0.028 -0.019 0.098
O 1.821 6.175 -0.949 0.137 -0.676 -0.031 0.022
C 1.325 5.084 -0.692 -0.562 1.470 1.076 -0.599
N 1.132 4.138 -1.627 0.131 -0.233 -1.135 0.154
C 0.800 4.755 0.691 0.606 -0.104 0.426 -0.010
H 0.412 3.441 -1.537 0.168 -0.133 0.285 0.084
H 1.350 4.465 -2.558 -0.093 -0.214 0.020 0.109
H -0.289 4.755 0.719 -0.008 -0.211 -0.128 0.076
H 1.155 5.476 1.425 -0.003 0.271 -0.292 0.079
H 1.187 3.794 1.030 -0.347 -0.185 -0.146 0.060
O 4.762 -0.970 0.326 0.074 0.206 0.195 0.008
C 3.943 -0.064 0.435 0.475 -0.921 -0.388 -0.615
N 3.160 0.256 -0.609 0.051 0.376 0.194 0.170
C 3.771 0.662 1.721 0.551 -0.032 0.908 -0.006
H 2.381 0.879 -0.476 -0.096 -0.102 -0.371 0.059
H 3.300 -0.333 -1.412 -0.333 0.157 -0.172 0.099
H 3.127 1.535 1.743 -0.187 -0.113 -0.177 0.065
H 4.769 0.930 2.075 -0.020 0.194 -0.180 0.087
H 3.462 -0.086 2.455 -0.370 0.137 -0.031 0.090
O -2.773 -2.174 1.522 -0.202 0.025 0.038 -0.015
C -1.897 -3.044 1.465 -0.178 0.572 1.213 -0.547
N -1.581 -3.787 2.544 0.409 -0.998 0.140 0.194
C -1.131 -3.278 0.240 0.294 0.370 -2.408 -0.004
H -1.049 -4.638 2.460 0.338 0.279 -0.424 0.116
H -1.950 -3.705 3.473 -0.627 0.652 -0.242 0.094
H -1.813 -3.654 -0.532 0.004 -0.391 0.244 0.101
H -0.200 -3.839 0.206 -0.246 -0.409 0.719 0.097
H -0.848 -2.330 -0.229 -0.133 0.244 0.561 0.070
C 3.598 -1.235 -5.715 0.645 1.826 0.243 -0.097
C 2.386 -2.153 -5.596 1.578 -0.627 -0.024 -0.265
N 1.586 -1.893 -4.405 0.437 -0.284 -0.302 -0.180
C 0.911 -0.606 -4.478 -0.623 -0.045 -0.436 -0.259
C 0.511 -0.012 -3.139 0.667 0.648 0.329 -0.076
C 0.694 -3.009 -4.113 -0.512 -0.069 1.161 -0.254
C -0.257 -3.399 -5.231 -0.545 0.605 -0.962 -0.095
H 4.346 -1.313 -4.920 -0.405 -0.615 0.282 0.077
H 3.347 -0.169 -5.644 -0.311 -0.120 -0.109 0.055
H 4.221 -1.243 -6.613 -0.554 -0.703 -0.338 0.071
H 1.839 -2.235 -6.541 -0.285 0.501 -0.021 0.110
H 2.863 -3.135 -5.501 -0.465 -0.257 0.279 0.118
H 1.582 0.129 -4.915 0.156 -0.265 -0.114 0.095
H 0.067 -0.676 -5.182 -0.139 0.220 0.113 0.109
H -0.466 -0.199 -2.699 0.009 -0.499 -0.201 0.060
H 1.310 -0.267 -2.440 -0.324 -0.178 0.230 0.057
H 0.592 1.076 -3.226 -0.211 0.023 -0.014 0.067
H 0.155 -2.766 -3.189 -0.346 0.437 -0.290 0.102
H 1.231 -3.881 -3.727 0.556 0.013 -0.622 0.114
H -0.748 -2.525 -5.677 0.176 0.194 0.251 0.063
H -1.120 -4.013 -4.970 0.407 -0.386 0.363 0.070
H 0.265 -3.827 -6.088 0.022 -0.395 0.216 0.065
```
Positions in Å, forces in eV/Å.

Summary:
Orbital gap   7.5795 eV
Maximum force   0.084 Eh/bohr



Record 3
Density functional theory data (ωB97M-V/def2-TZVPD) for the molecule C2H5NO2 in a non-equilibrium geometry.

XYZ file:
```
10
Properties=species:S:1:pos:R:3:forces:R:3:lowdin_charge:R:1
C -1.889 -0.522 0.226 5.153 -1.806 1.124 -0.042
C 1.317 0.215 0.128 1.561 -3.787 -0.628 -0.341
H -2.726 -0.771 -0.282 -2.846 0.588 -2.032 0.041
H -2.030 -0.207 1.226 -0.371 0.609 0.896 0.072
H -1.420 -1.570 0.258 -0.082 1.415 0.330 0.113
H 0.403 1.965 0.075 -1.834 -2.793 -0.087 0.202
H 2.057 0.859 0.450 1.755 2.162 0.927 0.092
N 0.142 0.892 0.171 -0.383 0.458 -0.367 0.011
O -0.981 0.349 -0.520 -0.213 0.876 -0.317 -0.157
O 1.750 -0.934 -0.112 -2.740 2.279 0.153 0.010
```
Positions in Å, forces in eV/Å.

Summary:
Orbital gap   10.6564 eV
Maximum force   0.108 Eh/bohr



Record 4
Density functional theory data (ωB97M-V/def2-TZVPD) for a structure of composition C6H10NaO3 in a non-equilibrium geometry.

XYZ file:
```
20
Properties=species:S:1:pos:R:3:forces:R:3:lowdin_charge:R:1
O 0.067 -1.710 0.654 -1.426 1.681 1.650 0.037
Na 1.286 -3.868 -0.531 -0.215 0.638 -0.150 0.864
O 0.468 -1.651 -1.508 -1.012 -0.687 -0.239 0.087
C -0.109 -1.210 -0.527 2.566 2.139 -0.541 -0.642
O -0.635 0.022 -0.375 -0.592 -0.630 -2.051 -0.066
C -0.224 1.110 -1.251 -0.124 -0.443 -0.436 -0.115
H -0.938 1.902 -0.998 0.144 -0.172 -0.250 0.143
H -0.350 0.755 -2.279 -0.011 0.366 0.084 0.137
C 1.184 1.523 -0.969 0.340 0.208 -0.163 -0.150
C 2.098 1.684 -1.925 -0.118 -0.202 0.272 0.048
H 1.419 1.767 0.071 -0.041 0.034 -0.277 0.111
H 3.089 2.079 -1.696 -0.281 -0.163 -0.090 0.071
H 1.891 1.411 -2.963 0.014 0.189 0.275 0.078
C -0.484 -0.439 1.681 0.943 -2.075 3.593 -0.062
C -1.911 -0.760 2.044 -0.114 0.044 -0.495 -0.059
H 0.220 -0.730 2.466 -0.370 -0.620 0.112 0.114
H -0.262 0.632 1.664 0.004 -0.391 -1.436 0.125
H -2.122 -1.827 1.899 0.062 0.299 0.220 0.091
H -2.062 -0.505 3.102 0.040 -0.061 -0.238 0.099
H -2.624 -0.184 1.441 0.191 -0.154 0.162 0.089
```
Positions in Å, forces in eV/Å.

Summary:
Charge   +1
Orbital gap   8.9091 eV
Maximum force   0.083 Eh/bohr